C14H20O | the ωB97M-V functional and the def2-TZVPD basis

Structure (ORCA input):
```
! RIJCOSX wB97M-V def2-TZVPD def2/J DEFGRID3
* xyz 0 1
O 3.54763 3.20636 2.56856
C 3.01365 2.11334 2.75350
C 0.81647 -1.96743 -1.87743
C -0.42918 -2.74379 0.10708
C 0.42559 -0.70117 -1.72709
C -0.89815 -1.38748 0.21560
C 0.47011 -2.98814 -0.90791
C -0.46130 -0.34538 -0.66760
C 1.15481 -4.32083 -0.99358
C -2.84042 1.78563 -1.90238
C 1.49559 1.95130 2.51872
C 1.19826 1.53125 1.11544
C -2.45925 1.32111 -0.53260
C -0.33932 1.49207 0.96384
C -0.83516 1.13400 -0.47054
H 3.40886 1.25192 3.35306
H 1.49641 -2.19188 -2.68145
H -0.71997 -3.47507 0.87454
H 0.68398 -0.00008 -2.51983
H -1.61681 -1.21750 1.07915
H 0.98947 -4.81680 -1.98987
H 2.21900 -4.25079 -0.74038
H 0.65508 -5.09336 -0.36020
H -3.89525 2.16797 -1.90137
H -2.75292 0.93341 -2.62060
H -2.20100 2.57500 -2.21974
H 1.21469 1.09680 3.12072
H 0.76190 2.76771 2.78356
H 1.74473 2.22682 0.47129
H 1.65751 0.58479 0.98295
H -2.92404 0.30853 -0.51541
H -2.87716 1.92679 0.20243
H -0.76482 0.87357 1.69005
H -0.59257 2.54345 1.02616
H -0.34641 1.70791 -1.19869
*
```

Results
SMILES: CC[C@@H](CCCC=O)c1ccc(C)cc1
energy above the lowest of the compared OMol25 structures with the same formula, charge and spin: 96.5 kJ/mol
Kohn-Sham gap: 9.353 eV
total energy: -620.63328 hartree

---

C4H6N2 | the ωB97M-V functional and the def2-TZVPD basis

Structure (ORCA input):
```
! RIJCOSX wB97M-V def2-TZVPD def2/J DEFGRID3
* xyz 0 1
N -0.74239 -1.34567 0.41580
C 0.05566 -0.26376 -0.98595
C -1.00883 -0.00922 -0.04923
C 0.01491 0.94927 0.65396
N 1.07506 0.17254 1.18926
C 1.14669 0.41755 -0.23354
H -1.15392 -2.08269 -0.13664
H 0.03036 -0.24615 -2.08237
H -2.00733 0.33426 -0.28708
H -0.17460 1.99090 0.85652
H 0.65695 -0.77469 1.28417
H 2.06056 0.82360 -0.66734
*
```

Results
energy above the lowest of the compared OMol25 structures with the same formula, charge and spin: 541.5 kJ/mol
Kohn-Sham gap (spin up / spin down): 8.722 / 8.722 eV
total energy: -265.32933 hartree

---

C39H105N27O15 | the ωB97M-V functional and the def2-TZVPD basis

Structure (ORCA input):
```
! RIJCOSX wB97M-V def2-TZVPD def2/J DEFGRID3
* xyz 0 1
C 7.63152 1.13458 -2.17409
C 7.08605 2.05247 -1.10235
C 6.24467 3.11470 -1.78228
C 5.38023 3.98955 -0.84456
C 4.52448 3.02885 -0.01618
C 5.28912 1.98315 0.72286
N 6.14833 1.31815 -0.22547
O 6.76159 0.24015 0.36511
C 5.93605 2.56480 1.97190
C 4.28501 0.94480 1.13873
C 8.16877 2.86751 -0.37444
H 6.83810 0.61403 -2.71037
H 8.35087 0.45441 -1.71801
H 8.17887 1.76565 -2.87427
H 6.96098 3.68713 -2.37161
H 5.61325 2.58271 -2.49392
H 4.76578 4.80853 -1.21851
H 5.93869 4.53148 -0.08133
H 3.76062 2.71237 -0.72642
H 3.90328 3.61455 0.66145
H 5.13818 3.01627 2.56153
H 6.18367 1.73542 2.63441
H 6.83874 3.17534 1.99428
H 4.65650 0.00031 1.53626
H 3.52766 1.32790 1.82267
H 3.73600 0.61159 0.25802
H 8.04876 3.93410 -0.18448
H 8.94489 2.85686 -1.13970
H 8.51459 2.39235 0.54356
H 5.99911 -0.32918 0.49191
C 3.73071 -0.82274 5.97033
C 2.51731 0.22770 5.98491
C 1.27226 -0.20811 5.08476
C 0.40026 -1.29489 5.65847
C -0.06163 -0.84515 7.03415
C 1.15702 -0.51676 7.99676
N 2.10436 0.45401 7.33904
O 3.03005 1.00741 8.28810
C 0.44710 0.08264 9.26740
C 1.88925 -1.72308 8.52176
C 3.02726 1.60137 5.40849
H 4.30027 -0.76938 6.89816
H 4.47496 -0.70363 5.18291
H 3.26357 -1.80437 5.89120
H 0.70379 0.58965 4.60674
H 1.80411 -0.72453 4.28567
H 0.95158 -2.21778 5.83854
H -0.51093 -1.48117 5.09003
H -0.58996 -1.68978 7.47639
H -0.73862 -0.03076 6.77617
H -0.25179 -0.58736 9.76814
H 1.17891 0.34059 10.03293
H -0.11360 0.97803 8.99909
H 2.77748 -1.58956 9.13926
H 1.25147 -2.50137 8.94081
H 2.35088 -2.34118 7.75173
H 2.23198 2.34676 5.40426
H 3.40270 1.56762 4.38575
H 3.86169 1.89503 6.04534
H 2.72236 1.90534 8.43183
C 0.42711 2.20811 0.31647
C -0.53165 0.93957 0.23388
C -1.93061 1.50079 -0.08397
C -2.99417 0.42609 -0.48481
C -2.48805 -0.57730 -1.59605
C -1.05000 -1.13445 -1.30437
N -0.16241 0.03435 -0.88047
O 1.21666 -0.28790 -0.77600
C -1.15228 -2.32841 -0.27642
C -0.57225 -1.76336 -2.60075
C -0.66343 0.30788 1.65131
H 1.41534 2.05063 0.74856
H 0.01008 3.01748 0.91573
H 0.44980 2.57126 -0.71101
H -2.32671 2.13642 0.70797
H -1.82349 2.22479 -0.89172
H -3.94904 0.83966 -0.80927
H -3.24041 -0.22369 0.35497
H -2.53199 -0.05121 -2.54967
H -3.28990 -1.30816 -1.70084
H -1.73747 -2.16181 0.62796
H -1.59626 -3.18878 -0.77716
H -0.20032 -2.51133 0.22199
H 0.37951 -2.29190 -2.54709
H -1.39510 -2.32227 -3.04644
H -0.21119 -0.95165 -3.23232
H -1.66493 -0.11044 1.75177
H -0.72522 1.09533 2.40244
H 0.10590 -0.45475 1.77227
H 1.61042 0.08027 -1.57035
C -3.27451 -5.34397 -5.57067
O -3.46878 -6.51690 -5.86045
N -3.27322 -4.40204 -6.51339
N -2.61419 -4.89959 -4.54233
H -3.18985 -4.87313 -7.40290
H -2.51745 -3.77949 -6.26567
H -2.53315 -5.58970 -3.80933
H -2.66762 -3.90367 -4.38298
C -3.31196 -3.07008 4.22195
O -3.82248 -3.86619 3.47012
N -2.79466 -1.96462 3.78285
N -3.33557 -3.22939 5.50894
H -2.57532 -1.68739 2.83674
H -2.76090 -1.16953 4.40478
H -2.92644 -2.44425 5.99503
H -3.79358 -4.01995 5.93944
C -6.28276 -0.53097 1.86094
O -6.90843 0.40694 2.37260
N -5.50776 -1.37954 2.54151
N -6.22920 -0.78075 0.60838
H -4.98970 -2.04362 1.98409
H -5.63631 -1.34432 3.54268
H -5.70577 -1.60417 0.34741
H -6.72812 -0.33675 -0.14927
C -6.40453 1.09263 -2.65740
O -7.04629 0.28249 -2.09610
N -5.91086 2.20106 -2.11059
N -6.08294 1.10400 -3.97844
H -5.35934 2.78143 -2.72630
H -6.25467 2.52120 -1.21650
H -5.44695 1.83375 -4.26668
H -6.04971 0.25501 -4.52454
C -1.58753 -1.04288 -5.63751
O -1.59106 -2.21977 -5.50736
N -2.39234 -0.15322 -5.09185
N -0.65835 -0.41843 -6.26902
H -2.19590 0.80353 -5.34908
H -3.32777 -0.47910 -4.89472
H 0.22462 -0.89719 -6.37508
H -0.81497 0.55327 -6.49568
C 1.01751 1.96425 -3.75497
O 1.97223 1.42693 -3.29292
N 1.00508 2.71096 -4.75080
N -0.21572 1.66747 -3.36903
H 0.09626 2.67203 -5.18971
H 1.70826 2.76794 -5.47357
H -0.43177 1.09709 -2.56400
H -0.87160 1.91946 -4.09459
C 4.05334 -1.53748 -2.63326
O 4.87872 -2.31756 -2.04829
N 4.22184 -0.29583 -2.92611
N 3.12754 -2.02052 -3.22643
H 5.08516 0.10466 -2.58791
H 3.40008 0.28537 -3.00995
H 2.52415 -1.41612 -3.76561
H 2.94641 -3.01408 -3.23829
C 3.05172 -2.89140 1.51919
O 3.80566 -3.71880 1.98160
N 2.65377 -1.83951 2.15698
N 2.47425 -2.91555 0.39715
H 1.83669 -1.35666 1.81154
H 3.11447 -1.60899 3.02572
H 2.80692 -3.71802 -0.11810
H 1.82166 -2.18644 0.14690
C -4.14507 4.00474 -4.38817
O -4.73041 4.76256 -3.62558
N -3.29319 3.05981 -4.12138
N -4.08723 4.13394 -5.66876
H -2.70869 2.77426 -4.89399
H -2.98685 2.78993 -3.19758
H -4.71103 4.73784 -6.18479
H -3.37148 3.68003 -6.21809
C -5.11270 -4.22745 0.04901
O -5.64372 -3.84966 -1.00190
N -5.77450 -4.15345 1.19904
N -3.96476 -4.87539 0.10673
H -5.45497 -4.68388 1.99694
H -6.70008 -3.74930 1.19115
H -3.66428 -4.75665 1.06365
H -3.41403 -5.32318 -0.61181
C 1.64086 5.53638 -1.09295
O 1.90696 5.21458 0.06698
N 1.42453 6.74281 -1.46307
N 1.59586 4.71187 -2.11838
H 1.49526 7.35612 -0.66373
H 1.25448 6.99211 -2.42693
H 1.57477 5.09854 -3.05120
H 1.70005 3.71104 -2.03115
C -5.74145 -2.25133 -4.34866
O -5.73885 -1.29513 -5.15492
N -5.61213 -2.13485 -3.06548
N -5.98101 -3.47373 -4.61502
H -5.65110 -1.17461 -2.75480
H -5.50662 -2.85636 -2.36662
H -6.12053 -4.02546 -3.78062
H -6.13149 -3.74030 -5.57751
*
```

Results
energy above the lowest of the compared OMol25 structures with the same formula, charge and spin: 861.8 kJ/mol
Kohn-Sham gap: 5.939 eV
total energy: -4156.02757 hartree

---

C3H3N3O2 | the ωB97M-V functional and the def2-TZVPD basis

Structure (ORCA input):
```
! RIJCOSX wB97M-V def2-TZVPD def2/J DEFGRID3
* xyz 0 1
C 0.62058 1.51103 0.98679
C 0.07690 -0.59851 0.62855
C -0.03598 0.22800 -0.65575
N -0.61130 -0.24033 -1.74201
O 0.66350 0.19251 1.54233
N 0.00353 1.45910 -0.24137
N -0.15407 -1.82622 0.65393
O 0.96747 2.45116 1.61782
H -0.74565 -1.23442 -1.81015
H -0.96079 0.38845 -2.45286
H 0.17582 -2.33076 1.47273
*
```

Results
SMILES: [H]/N=C1\OC(=O)N=C1N
energy above the lowest of the compared OMol25 structures with the same formula, charge and spin: 104.7 kJ/mol
Kohn-Sham gap: 10.135 eV
total energy: -430.88109 hartree

---

Question: Number 4 is which compound?
Answer: C3H3N3O2

---

Question: total energy of number 4 (C3H3N3O2)?
Answer: -430.88109 hartree

---

Question: What is the energy above the lowest of the compared OMol25 structures with the same formula, charge and spin in the third record?
Answer: 861.8 kJ/mol